C3H4O4 | ωB97M-V/def2-TZVPD

Cartesian coordinates (Å):
C1 1.763 -0.681 0.859
C2 0.245 -0.702 0.768
C3 0.581 0.309 -0.391
O1 2.553 -1.253 1.568
O2 1.962 0.233 -0.142
O3 -0.184 -1.882 0.183
O4 0.110 1.499 0.013
H1 -0.232 -0.295 1.658
H2 0.365 0.144 -1.370
H3 -1.086 -1.655 -0.013
H4 0.409 2.300 -0.359

Energy above the lowest of the compared OMol25 structures with the same formula, charge and spin   174.4 kJ/mol
DFT total energy   -11364.2047 eV
HOMO level   -10.57 eV
Gap between HOMO and LUMO   11.03 eV